(1)
C26H32Cl2N7O3Pt | ωB97M-V/def2-TZVPD

```
71
Properties=species:S:1:pos:R:3:forces:R:3
Pt -0.05129 -0.22342 -0.37219 -0.3 -0.1 -0.1
C -0.05206 1.25888 -3.09597 -0.2 0.4 -0.1
N -0.37756 1.58578 -1.67082 0.3 -0.2 -0.1
C 0.58327 2.63082 -1.20707 -0.1 0.2 -0.3
N 0.53223 3.82395 -2.04230 -0.2 -0.2 0.0
C 0.83138 3.44008 -3.43117 -0.1 -0.1 0.1
N -0.11901 2.44524 -3.94185 -0.1 0.0 0.2
C -1.47591 3.00871 -3.85420 0.1 -0.1 0.2
N -1.82517 3.37152 -2.47256 0.2 -0.1 0.0
C -1.74292 2.17802 -1.63986 0.0 0.1 -0.1
C -0.84260 4.35438 -1.99641 0.1 -0.2 -0.1
H -0.76986 0.51651 -3.43935 0.0 -0.1 0.0
H 0.93904 0.82273 -3.13535 0.2 0.0 0.0
H 1.58732 2.20354 -1.21828 0.0 0.0 0.0
H 0.31383 2.90096 -0.18801 0.0 0.0 0.1
H 1.83974 3.02593 -3.47556 0.0 0.0 0.0
H 0.78975 4.32903 -4.05953 0.0 0.0 0.0
H -2.19186 2.27404 -4.22235 0.0 0.0 0.0
H -1.53530 3.89908 -4.47880 0.0 0.0 0.0
H -2.44670 1.42705 -1.99538 0.0 0.0 0.0
H -1.98172 2.42762 -0.60768 0.0 0.0 0.1
H -1.08267 4.63350 -0.97044 0.0 0.0 0.0
H -0.89997 5.24437 -2.62219 0.0 0.0 0.0
Cl 7.76707 -0.44341 0.62214 -0.1 -0.2 -0.1
C 6.75863 -0.19822 2.00293 -0.2 0.1 -0.1
C 7.33411 0.34414 3.13727 0.2 0.0 0.0
C 6.54253 0.68117 4.22063 0.1 0.0 0.1
C 5.17157 0.50252 4.16921 0.0 0.1 0.1
C 4.60171 -0.04001 3.03596 -0.1 -0.2 0.0
Cl 2.90117 -0.33225 2.99935 -0.1 0.0 0.0
C 5.37433 -0.43285 1.93979 0.1 -0.1 -0.1
N 4.74382 -0.97902 0.80228 0.8 -0.3 0.4
C 5.07472 -2.14620 0.22408 -0.1 0.2 0.3
C 5.81934 -3.13845 0.92604 0.1 0.2 0.0
C 6.03700 -4.35256 0.34830 0.0 -0.2 -0.1
C 5.51878 -4.61959 -0.93272 0.0 0.0 0.1
C 4.79518 -3.65240 -1.63077 0.1 -0.1 -0.1
C 4.57664 -2.40330 -1.09510 0.0 -0.1 0.0
C 3.90735 -1.32681 -1.89553 0.0 0.1 0.2
C 2.55042 -0.90661 -1.32741 -0.4 -0.2 -0.1
O 1.53300 -1.21865 -1.97217 0.4 0.4 0.5
O 2.55215 -0.25708 -0.22044 -0.3 -0.1 -0.7
H 8.40346 0.52436 3.15486 -0.1 0.0 0.0
H 6.99936 1.09558 5.11218 0.0 0.0 -0.1
H 4.54496 0.76842 5.00906 0.0 0.0 0.0
H 3.82910 -0.55019 0.44854 -0.2 0.4 -0.2
H 6.14931 -2.94131 1.93980 0.0 0.1 -0.1
H 6.58407 -5.11665 0.88779 -0.1 0.0 -0.1
H 5.68356 -5.59152 -1.38303 0.0 0.1 0.0
H 4.41203 -3.87090 -2.62195 0.1 0.0 0.1
H 3.76244 -1.66373 -2.91324 0.0 -0.1 -0.1
H 4.53891 -0.43541 -1.90206 0.1 0.0 0.0
C -1.83894 -3.75317 0.83431 0.0 0.1 0.0
O -1.19959 -2.48241 0.74741 -0.1 0.0 -0.2
C -1.53306 -1.63862 -0.30897 -0.1 0.2 0.4
C -2.47357 -2.10055 -1.36859 0.2 -0.1 0.0
H -2.88406 -3.64685 1.13239 0.0 0.0 0.0
H -1.30834 -4.31729 1.59678 0.0 0.0 0.0
H -1.78966 -4.29314 -0.11191 0.0 0.0 0.0
H -3.37977 -2.55257 -0.94970 0.0 0.0 0.0
H -2.02957 -2.84014 -2.05673 -0.1 0.1 0.0
H -2.78283 -1.24559 -1.97058 0.0 0.0 0.0
N 0.21132 1.58049 2.31921 0.0 0.1 0.1
C -0.37127 1.81107 3.51445 0.1 0.1 -0.1
C -1.65527 1.33404 3.42453 -0.2 -0.1 0.0
C -1.75521 0.81405 2.12038 -0.3 0.0 0.1
N -0.62120 0.97870 1.45500 -0.1 -0.2 0.2
H 1.15703 1.76376 2.04633 0.2 0.0 -0.1
H 0.15807 2.30124 4.32099 -0.1 -0.1 -0.2
H -2.41804 1.34782 4.19106 0.2 0.0 -0.2
H -2.58767 0.32613 1.63119 0.1 0.0 0.1
```
Forces are in eV/Å.

Its total charge is +1. The calculation puts the total energy at -2658.29185 Ha. The gap between HOMO and LUMO (alpha / beta) is 5.50 / 5.35 eV. As for the spin multiplicity: 5.

Atom charges from the Mulliken analysis, given in e for atoms 1 to 5: 2.2095 -0.3290 -0.3353 -0.2639 0.0659

(2)
C14H21HfN6O2S | ωB97M-V/def2-TZVPD

```
45
Properties=species:S:1:pos:R:3:forces:R:3
Hf -0.26288 0.91389 0.40337 1.5 -0.2 1.0
N -0.34975 2.97263 1.55937 0.0 0.4 -0.6
N -1.23513 3.65805 0.67418 0.0 0.1 -0.1
C -1.37571 3.31310 -0.69127 0.1 -0.3 0.2
O -1.95190 4.05941 -1.41528 0.0 0.1 -0.3
O -0.89215 2.09263 -0.99990 -1.0 1.8 -0.8
H -0.77526 2.96434 2.48114 0.0 -0.1 0.1
H 0.53540 3.47009 1.62595 0.1 0.0 0.1
H -1.41555 4.63086 0.87254 0.0 0.0 0.0
C 4.49313 1.91690 -2.00663 -0.1 -0.2 -0.1
N 3.73727 0.66047 -1.96707 0.3 0.3 -0.2
C 3.93982 -0.41908 -2.81620 0.1 0.3 0.0
C 3.08554 -1.38127 -2.44276 -0.2 0.0 0.3
N 2.37429 -0.88933 -1.35344 -0.2 -0.3 0.0
C 2.77739 0.37462 -1.07776 0.1 -0.2 0.0
S 2.31318 1.47852 0.16947 -0.1 0.0 0.2
C 1.44523 -1.64504 -0.57351 0.1 0.5 0.1
C 1.49977 -2.97003 -0.42643 -0.1 -0.5 0.1
C 0.37491 -3.60194 0.27517 0.2 0.0 -0.1
C -0.46277 -2.89026 1.03128 -0.1 0.1 0.0
C -0.12277 -1.44014 1.26020 -0.2 0.1 -0.1
N 0.46912 -0.89010 -0.00806 0.3 -0.9 -0.3
H 5.01329 1.96244 -2.95843 0.0 0.0 0.0
H 5.21103 1.95478 -1.19163 0.0 0.0 0.0
H 3.80802 2.75541 -1.92386 0.0 0.0 0.0
H 4.65825 -0.38879 -3.61783 0.0 0.0 0.1
H 2.88956 -2.35521 -2.85467 0.0 0.0 0.1
H 2.30241 -3.56264 -0.84218 -0.1 0.0 0.0
H 0.23481 -4.67080 0.16834 0.0 0.1 0.0
H -1.28418 -3.35462 1.55789 0.0 0.0 0.0
H 0.65657 -1.41960 2.03070 0.1 0.0 0.2
C -2.68437 -1.06219 -0.24812 -0.1 0.0 0.3
C -2.56017 -0.55364 1.20547 0.0 0.0 0.0
C -3.13261 0.87644 1.23686 0.1 -0.3 0.1
C -3.37624 -1.41101 2.15963 0.0 -0.1 0.1
N -1.13342 -0.41373 1.64757 -0.5 -0.6 0.0
H -3.72260 -0.98504 -0.57625 0.0 0.0 0.0
H -2.36081 -2.09475 -0.35022 0.0 0.0 0.0
H -2.07897 -0.47075 -0.94640 -0.1 0.0 -0.1
H -4.21882 0.84152 1.17634 0.0 0.1 -0.1
H -2.80572 1.46591 0.37009 -0.1 0.1 0.1
H -2.85753 1.37721 2.16709 -0.1 0.0 0.0
H -4.42019 -1.44895 1.83773 0.1 0.0 0.0
H -3.33415 -0.98626 3.16500 0.0 0.0 0.0
H -3.00534 -2.43409 2.21255 0.0 0.1 0.0
```
Forces are in eV/Å.

Its total charge is +1. The relative energy (zero: lowest compared OMol25 entry of this formula, charge and spin) comes out at 0.159 eV. The calculation puts the total energy at -1471.16320 Ha. The gap between HOMO and LUMO is 7.99 eV.

Atom charges from the Mulliken analysis, given in e for atoms 1 to 5: 1.0835 -0.5939 -0.1591 0.5476 -0.5465